1.
DFT (wB97M-V/def2-TZVPD) results for 2 unconnected molecules or ions with the total composition ClH2N2O.

Results
HOMO level (spin up / spin down): -2.774 / -3.855 eV
E: -646.04949 Ha
relative energy (zero: lowest compared OMol25 entry of this formula, charge and spin): 132.6 kcal per mole
LUMO energy (spin up / spin down): 4.47 / 4.54 eV
orbital gap (spin up / spin down): 7.25 / 8.40 eV
net charge: -1

Each line ends with the Löwdin charge.
Cartesian coordinates (Å):
Cl  1.895  0.907  -0.143  0.07
O  0.736  -1.432  -0.203  -0.28
N  0.606  -0.378  -0.789  -0.48
N  -1.288  0.385  0.090  -0.06
H  -0.657  1.013  0.566  -0.12
H  -1.292  -0.495  0.479  -0.13

2.
DFT (wB97M-V/def2-TZVPD) results for a molecular structure, C20H29N6O2SSiTi.

Results
HOMO level (spin up / spin down): -3.025 / -3.034 eV
E: -2795.92768 Ha
relative energy (zero: lowest compared OMol25 entry of this formula, charge and spin): 5.2 kcal per mole
LUMO energy (spin up / spin down): 2.85 / 2.85 eV
orbital gap (spin up / spin down): 5.88 / 5.89 eV
net charge: -1

Each line ends with the Löwdin charge.
Cartesian coordinates (Å):
Ti  0.660  -0.601  0.427  0.95
S  1.529  -1.480  2.754  0.66
Si  -0.475  -0.032  -2.589  0.40
O  1.556  -2.474  -0.055  -0.16
O  -0.586  -2.407  0.363  -0.07
N  -0.187  -4.620  2.719  0.01
N  2.084  0.734  -0.128  -0.05
N  0.377  -0.554  5.010  0.03
N  0.083  0.730  3.124  0.00
N  0.336  0.779  1.760  -0.20
N  -0.640  0.210  -0.887  -0.18
C  1.535  1.986  0.197  -0.25
C  -2.048  2.211  -0.876  -0.06
C  0.731  -1.431  -2.923  -0.16
C  0.484  -4.576  0.340  -0.10
C  0.172  1.465  -3.535  -0.16
C  -2.139  -0.505  -3.324  -0.17
C  0.060  3.274  1.819  -0.04
C  -2.606  0.362  0.544  -0.03
C  0.628  2.013  1.238  -0.31
C  3.695  1.785  -1.551  -0.11
C  -3.144  2.912  -0.394  -0.11
C  0.456  -3.079  0.189  -0.70
C  -3.689  1.072  1.034  -0.09
C  1.972  3.137  -0.543  -0.05
C  3.166  0.690  -0.939  -0.16
C  0.594  -0.328  3.649  -0.87
C  -3.974  2.350  0.566  -0.13
C  3.037  3.042  -1.375  -0.12
C  0.883  -4.920  1.784  -0.29
C  -1.756  0.918  -0.423  -0.37
H  0.850  3.951  2.155  0.07
H  1.452  4.076  -0.405  0.10
H  1.121  -1.081  5.439  0.05
H  0.906  -1.492  -4.001  0.03
H  -2.500  -1.432  -2.871  0.03
H  0.153  0.298  5.505  0.07
H  -0.498  -4.989  0.108  0.12
H  1.208  -5.968  1.821  0.10
H  -2.882  0.272  -3.126  0.02
H  3.384  3.914  -1.919  0.09
H  -4.320  0.621  1.791  0.10
H  -4.823  2.901  0.951  0.09
H  -0.593  2.235  -3.658  0.02
H  4.563  1.687  -2.188  0.08
H  -0.774  -5.414  2.921  0.06
H  1.699  -1.286  -2.440  0.01
H  -0.567  3.026  2.672  0.06
H  0.334  -2.390  -2.587  0.03
H  3.582  -0.300  -1.098  0.11
H  -0.556  3.805  1.087  0.06
H  0.142  -4.192  3.571  0.05
H  -1.377  2.676  -1.588  0.09
H  -2.075  -0.649  -4.406  0.02
H  -2.391  -0.637  0.905  0.10
H  -3.340  3.913  -0.761  0.09
H  1.229  -4.978  -0.350  0.12
H  0.505  1.166  -4.534  0.02
H  1.748  -4.308  2.044  0.08
H  1.022  1.910  -3.013  0.01

3.
DFT (wB97M-V/def2-TZVPD) results for 2 unconnected molecules or ions with the total composition C2HNO3.

Results
structure (SMILES): C#[N+][O-].O=C=O
HOMO level: -10.375 eV
E: -357.21789 Ha
relative energy (zero: lowest compared OMol25 entry of this formula, charge and spin): 46.9 kcal per mole
LUMO energy: 0.66 eV
orbital gap: 11.04 eV

Each line ends with the Löwdin charge.
Cartesian coordinates (Å):
O  0.515  -1.380  -0.328  0.17
O  2.597  -0.368  -0.058  0.20
O  0.351  1.511  0.270  0.02
N  -0.720  0.952  0.191  -0.22
C  1.549  -0.856  -0.188  -0.42
C  -1.738  0.411  0.114  0.16
H  -2.554  -0.269  0.000  0.09

Calculated max |F|, 3.33 0.71 0.83 eV/A (same order as the records).